1.
A structure of composition C9H4Cl2IrN2NdO3 in a non-equilibrium geometry. Source: the Open Molecules 2025 dataset; level of theory: wB97M-V/def2-TZVPD.

Each line ends with the Mulliken charge.
Geometry (Å):
1 Ir 4.0806 -1.2195 -0.8282  0.896
2 Nd 1.0614 -1.3079 0.0330  1.385
3 Cl 3.0584 0.8257 -0.1544  -0.198
4 Cl 0.2961 -2.1543 2.3052  -0.216
5 C -0.8237 -3.5795 -0.0216  0.214
6 C 4.7137 -0.5166 -2.4185  0.477
7 C 4.2746 -2.9936 -0.3292  0.415
8 O -1.4382 -4.4004 0.4911  -0.025
9 O 5.1096 -0.0380 -3.4117  -0.079
10 O 4.3199 -4.0762 0.1271  -0.094
11 N -4.4956 4.0221 0.8532  0.079
12 C -3.6625 3.2163 0.6906  -0.227
13 C -2.6429 2.2157 0.4777  0.942
14 C -2.6275 1.4544 -0.6979  -0.347
15 C -1.6554 0.4895 -0.8730  -0.347
16 N -0.6659 0.3022 0.0441  -0.315
17 C -0.7102 1.0045 1.2082  -0.289
18 C -1.6573 1.9818 1.4362  -0.391
19 H -3.3697 1.6225 -1.4778  0.546
20 H -1.6072 -0.1519 -1.7577  0.501
21 H 0.0593 0.7343 1.9442  0.550
22 H -1.6176 2.5690 2.3592  0.525

Computed properties:
charge = +4
multiplicity = 8
HOMO-LUMO gap (alpha / beta) = 0.28445 / 0.16820 hartree
LUMO energy (alpha / beta) = -16.138 / -19.336 eV

***

2.
A cluster of 2 separate species, C9H4Cl2N4O3 in total in a non-equilibrium geometry. Source: the Open Molecules 2025 dataset; level of theory: wB97M-V/def2-TZVPD.

Each line ends with the Mulliken charge.
Geometry (Å):
1 N -3.3808 -2.2403 2.3182  -0.505
2 C -2.4105 -1.6059 2.1660  -0.159
3 C -1.2015 -0.8685 2.0326  0.101
4 C -1.2400 0.4888 1.7633  1.142
5 C -2.4563 1.1806 2.0826  -0.019
6 N -3.4744 1.7152 2.2995  -0.515
7 C 0.0083 1.3035 1.9074  0.566
8 O -0.0430 2.5331 1.7595  -0.626
9 C 1.2548 0.5826 2.1906  0.073
10 Cl 2.6469 1.5369 2.4163  -0.113
11 C 1.2844 -0.7824 2.3210  0.248
12 Cl 2.7178 -1.6322 2.6263  -0.100
13 C 0.0598 -1.6093 2.1801  0.338
14 O 0.0429 -2.8369 2.1841  -0.576
15 N -1.6683 1.2615 -0.2122  -0.394
16 N -0.9421 0.7239 -1.2579  -0.255
17 C -1.6653 0.2424 -2.3132  0.101
18 O -2.8757 0.4178 -2.3952  -0.562
19 H -1.2357 2.1424 0.0955  0.321
20 H -2.6696 1.2844 -0.4318  0.346
21 H -0.0104 0.3795 -1.0655  0.256
22 H -1.0126 -0.2628 -3.0472  0.333

Computed properties:
SMILES = N#CC1=C(C#N)C(=O)C(Cl)=C(Cl)C1=O.NNC=O
HOMO-LUMO gap = 0.24371 hartree
LUMO energy = -3.009 eV